(1)
The following is a DFT calculation (ωB97M-V/def2-TZVPD) of one molecule with the formula C6H10.

```
! RIJCOSX wB97M-V def2-TZVPD def2/J DEFGRID3
* xyz 0 1
C -1.717 0.587 0.067
C -0.817 -0.618 0.015
C -1.135 -1.781 0.580
C 1.499 0.299 0.203
C 2.165 1.401 -0.126
C 0.513 -0.420 -0.683
H -2.599 0.409 0.689
H -2.058 0.855 -0.942
H -1.179 1.457 0.463
H -2.069 -1.918 1.120
H -0.470 -2.640 0.525
H 1.653 -0.151 1.185
H 2.035 1.876 -1.097
H 2.874 1.864 0.555
H 0.926 -1.398 -0.960
H 0.376 0.152 -1.612
*
```

E_LUMO ... 1.14 eV
Structure (SMILES) ... C=CCC(=C)C
Calculated total energy ... -6383.0065 eV
E_HOMO ... -9.4 eV
Kohn-Sham gap ... 10.555 eV

Mulliken population analysis, charges in e, atoms 1 to 8:
1 C -1.174
2 C 0.807
3 C -0.997
4 C -0.062
5 C -0.716
6 C -0.749
7 H 0.344
8 H 0.291

---

(2)
The following is a DFT calculation (ωB97M-V/def2-TZVPD) of C6H10 as an isolated structure.

```
! RIJCOSX wB97M-V def2-TZVPD def2/J DEFGRID3
* xyz 0 1
C 1.104 -1.818 0.072
C 0.021 -0.843 -0.449
C 0.266 0.523 -0.546
C 1.472 1.194 -0.399
C -1.727 0.971 0.842
C -1.065 0.866 -0.504
H 0.754 -2.876 -0.413
H 1.199 -1.967 1.267
H 2.203 -1.492 -0.402
H -0.954 1.247 1.568
H -0.794 -1.396 -0.885
H 1.395 2.221 -0.298
H 2.418 0.579 -0.549
H -2.296 1.928 0.872
H -2.457 0.195 1.283
H -1.538 0.668 -1.458
*
```

E_LUMO ... -0.26 eV
Calculated total energy ... -6378.2517 eV
E_HOMO ... -6.9 eV
Kohn-Sham gap ... 6.608 eV

Mulliken population analysis, charges in e, atoms 1 to 8:
1 C -0.813
2 C -0.417
3 C 0.419
4 C -0.930
5 C -0.951
6 C -0.184
7 H 0.245
8 H 0.214

---

(3)
The following is a DFT calculation (ωB97M-V/def2-TZVPD) of C6H10 as an isolated structure.

```
! RIJCOSX wB97M-V def2-TZVPD def2/J DEFGRID3
* xyz 0 1
C -0.664 -1.275 0.650
C -1.317 0.112 0.517
C -0.545 0.603 -0.718
C 0.858 1.138 -0.448
C 1.498 -0.187 -0.001
C 0.398 -1.171 -0.465
H -0.194 -1.456 1.624
H -1.375 -2.090 0.470
H -2.392 0.047 0.324
H -1.180 0.785 1.374
H -1.130 1.120 -1.487
H 1.306 1.489 -1.383
H 0.889 1.968 0.270
H 1.633 -0.229 1.088
H 2.473 -0.380 -0.460
H -0.257 -0.474 -1.356
*
```

E_LUMO ... 0.83 eV
Calculated total energy ... -6379.5618 eV
E_HOMO ... -7.4 eV
Kohn-Sham gap ... 8.221 eV

Mulliken population analysis, charges in e, atoms 1 to 8:
1 C -0.606
2 C -0.648
3 C 0.009
4 C -0.774
5 C -0.446
6 C -0.368
7 H 0.294
8 H 0.266

---

(4)
The following is a DFT calculation (ωB97M-V/def2-TZVPD) of one molecule with the formula C6H10.

```
! RIJCOSX wB97M-V def2-TZVPD def2/J DEFGRID3
* xyz 0 1
C 1.576 -0.288 0.939
C 0.582 -0.985 0.032
C -0.904 -0.793 0.012
C -1.290 0.623 0.422
C -0.505 1.152 -0.812
C -0.048 -0.276 -1.133
H 1.685 -0.765 1.920
H 1.322 0.764 1.101
H 2.556 -0.301 0.449
H 0.872 -2.009 -0.203
H -1.609 -1.603 -0.164
H -2.365 0.822 0.398
H -0.916 0.943 1.400
H 0.254 1.932 -0.658
H -1.211 1.487 -1.575
H 0.003 -0.704 -2.129
*
```

E_LUMO ... 1.20 eV
Structure (SMILES) ... C[C@H]1[C@H]2CC[C@@H]12
Calculated total energy ... -6382.4426 eV
E_HOMO ... -9.3 eV
Kohn-Sham gap ... 10.534 eV

Mulliken population analysis, charges in e, atoms 1 to 8:
1 C -1.386
2 C 0.116
3 C -0.214
4 C -0.758
5 C -0.621
6 C -0.335
7 H 0.312
8 H 0.332

---

(5)
The following is a DFT calculation (ωB97M-V/def2-TZVPD) of a 2-piece molecular cluster, C6H10 overall.

```
! RIJCOSX wB97M-V def2-TZVPD def2/J DEFGRID3
* xyz 0 1
C -1.799 -1.065 0.721
C -2.130 -1.037 -0.564
C -0.782 -0.440 -0.049
C -0.623 1.874 0.131
C 1.739 -0.421 0.299
C 0.565 -0.833 -0.635
H -1.933 -1.429 1.720
H -2.811 -1.382 -1.331
H 0.195 1.864 0.791
H -1.696 2.056 0.288
H -0.219 2.332 -0.777
H 2.738 -0.663 -0.183
H 1.823 -0.755 1.305
H 1.857 0.701 0.480
H 0.746 -1.850 -0.839
H 0.560 -0.298 -1.563
*
```

E_LUMO ... 1.06 eV
Calculated total energy ... -6378.0954 eV
E_HOMO ... -7.5 eV
Kohn-Sham gap ... 8.573 eV

Mulliken population analysis, charges in e, atoms 1 to 8:
1 C -0.402
2 C -0.506
3 C 0.205
4 C -1.054
5 C -1.105
6 C -0.365
7 H 0.354
8 H 0.362

---

(6)
The following is a DFT calculation (ωB97M-V/def2-TZVPD) of one molecule with the formula C6H10.

```
! RIJCOSX wB97M-V def2-TZVPD def2/J DEFGRID3
* xyz 0 1
C -0.837 -0.865 1.323
C -0.540 0.468 0.640
C 0.928 0.876 0.740
C 1.083 0.896 -0.702
C -0.041 -0.942 -1.489
C -0.378 0.336 -0.919
H -1.126 -0.715 2.369
H -1.646 -1.374 0.783
H 0.029 -1.534 1.307
H -1.268 1.215 0.985
H 0.875 1.972 -0.253
H 1.639 0.705 1.547
H 1.976 0.808 -1.319
H 0.477 -1.700 -0.913
H -0.149 -1.104 -2.555
H -1.022 0.957 -1.546
*
```

E_LUMO (spin up / spin down) ... 0.64 / 1.10 eV
Calculated total energy ... -6378.1540 eV
E_HOMO (spin up / spin down) ... -6.3 / -7.4 eV
Kohn-Sham gap (spin up / spin down) ... 6.980 / 8.463 eV

Mulliken population analysis, charges in e, atoms 1 to 8:
1 C -1.476
2 C 0.256
3 C -0.819
4 C -0.611
5 C -1.268
6 C 0.371
7 H 0.406
8 H 0.359

---

(7)
The following is a DFT calculation (ωB97M-V/def2-TZVPD) of C6H10 as an isolated structure.

```
! RIJCOSX wB97M-V def2-TZVPD def2/J DEFGRID3
* xyz 0 1
C 2.567 0.566 -0.544
C 1.979 -0.616 0.651
C 0.592 -0.730 0.250
C -0.595 -0.721 -0.188
C -2.067 -0.663 -0.568
C -2.549 0.650 0.460
H 3.692 0.445 -0.641
H 2.460 1.779 -0.139
H 2.059 0.364 -1.681
H 2.576 -1.814 0.598
H 2.112 -0.069 1.984
H -2.697 -1.859 -0.350
H -1.991 -0.390 -1.949
H -3.652 0.779 -0.048
H -1.820 1.849 0.344
H -2.666 0.432 1.821
*
```

E_LUMO ... 0.84 eV
Calculated total energy ... -6373.8482 eV
E_HOMO ... -8.8 eV
Kohn-Sham gap ... 9.640 eV

Mulliken population analysis, charges in e, atoms 1 to 8:
1 C -0.826
2 C -0.564
3 C 0.047
4 C 0.019
5 C -0.450
6 C -0.799
7 H 0.317
8 H 0.226

---

(8)
The following is a DFT calculation (ωB97M-V/def2-TZVPD) of a 2-piece molecular cluster, C6H10 overall.

```
! RIJCOSX wB97M-V def2-TZVPD def2/J DEFGRID3
* xyz 0 1
C 3.141 0.891 0.052
C 2.131 0.274 -0.215
C -1.074 0.151 -1.403
C -0.816 0.901 1.130
C -0.305 -1.635 0.279
C -0.640 -0.126 0.036
H 4.161 1.239 0.387
H -1.730 -0.648 -1.750
H -1.662 1.067 -1.545
H -0.113 0.236 -2.049
H -1.618 1.627 0.879
H -0.916 0.455 2.165
H -0.028 1.706 1.256
H 0.183 -2.023 -0.682
H -1.081 -2.269 0.435
H 0.366 -1.848 1.025
*
```

E_LUMO (spin up / spin down) ... -1.47 / -1.47 eV
Calculated total energy ... -6377.2690 eV
E_HOMO (spin up / spin down) ... -8.3 / -8.3 eV
Kohn-Sham gap (spin up / spin down) ... 6.785 / 6.784 eV

Mulliken population analysis, charges in e, atoms 1 to 8:
1 C -0.290
2 C -0.611
3 C -1.254
4 C -1.077
5 C -1.442
6 C 1.059
7 H 0.307
8 H 0.356

---

(9)
The following is a DFT calculation (ωB97M-V/def2-TZVPD) of one molecule with the formula C6H10.

```
! RIJCOSX wB97M-V def2-TZVPD def2/J DEFGRID3
* xyz 0 1
C -1.559 1.907 0.569
C -0.151 2.118 -0.025
C 0.692 0.937 0.197
C 1.196 -0.158 0.256
C 1.544 -1.578 0.126
C 0.259 -2.354 -0.202
H -1.780 0.838 0.626
H -1.636 2.322 1.578
H -2.330 2.377 -0.049
H -0.225 2.252 -1.112
H 0.303 3.035 0.367
H 2.015 -1.972 1.033
H 2.274 -1.699 -0.682
H -0.254 -1.883 -1.047
H 0.466 -3.396 -0.462
H -0.428 -2.332 0.650
*
```

E_LUMO ... 1.11 eV
Structure (SMILES) ... CCC#CCC
Calculated total energy ... -6382.4093 eV
E_HOMO ... -9.3 eV
Kohn-Sham gap ... 10.448 eV

Mulliken population analysis, charges in e, atoms 1 to 8:
1 C -1.009
2 C -0.431
3 C 0.230
4 C -0.126
5 C -0.490
6 C -1.113
7 H 0.305
8 H 0.271

---

(10)
The following is a DFT calculation (ωB97M-V/def2-TZVPD) of one molecule with the formula C6H10.

```
! RIJCOSX wB97M-V def2-TZVPD def2/J DEFGRID3
* xyz 0 1
C 1.759 0.403 0.759
C 0.353 0.999 0.712
C -0.562 0.222 -0.190
C -1.844 -0.486 0.104
C -0.683 -1.224 -0.474
C -0.350 -0.279 -1.582
H 2.364 0.859 1.548
H 2.286 0.543 -0.192
H 0.395 2.047 0.389
H -0.080 1.008 1.721
H -2.735 -0.313 -0.506
H -2.050 -0.660 1.162
H -0.141 -2.084 -0.103
H 1.695 -0.674 0.950
H -1.089 -0.077 -2.362
H 0.682 -0.286 -1.936
*
```

E_LUMO ... 1.18 eV
Structure (SMILES) ... CC[C@]12C[C@H]1C2
Calculated total energy ... -6382.0839 eV
E_HOMO ... -9.0 eV
Kohn-Sham gap ... 10.144 eV

Mulliken population analysis, charges in e, atoms 1 to 8:
1 C -1.134
2 C -0.488
3 C 0.606
4 C -0.678
5 C -0.412
6 C -0.572
7 H 0.370
8 H 0.267